Entry 1:
C2H3NS | ωB97M-V/def2-TZVPD

Element x y z (Å)
C (-1.314, 0.266, -0.228)
C (1.189, -0.412, -0.113)
N (-0.098, 0.174, 0.161)
S (-2.861, -0.208, 0.058)
H (1.106, -0.931, -0.998)
H (2.018, 0.152, 0.260)
H (-0.039, 0.959, 0.859)

Output
E_LUMO (spin up / spin down) in eV: -0.480 / -0.479
Multiplicity: 1
Total energy in Ha: -530.79026

Entry 2:
C2H3NS | ωB97M-V/def2-TZVPD

Element x y z (Å)
C (-1.822, 0.820, 0.491)
N (-1.273, -0.136, 0.730)
H (-2.391, 1.733, 0.412)
C (1.244, -0.660, -0.418)
S (2.088, 0.242, 0.602)
H (1.115, -0.184, -1.408)
H (1.039, -1.817, -0.409)

Output
E_LUMO in eV: -0.064
Multiplicity: 1
Total energy in Ha: -530.86602

How do the records compare in relative energy (zero: lowest compared OMol25 entry of this formula, charge and spin)? In the order shown, they have 90.6 43.1 kcal per mole.